[1]
DFT (ωB97M-V with the def2-TZVPD basis set) results for a molecular structure, C26H20N4O4S2Y.

Cartesian coordinates (Å):
Y1 1.092 -0.291 -0.296
C1 5.055 0.006 2.427
C2 3.754 0.729 2.248
C3 2.710 0.516 3.144
C4 1.481 1.129 2.965
C5 0.334 0.890 3.907
C6 1.317 2.023 1.909
C7 2.351 2.269 1.006
C8 2.206 3.341 -0.037
C9 3.560 1.592 1.177
H1 5.383 0.046 3.465
H2 5.831 0.427 1.789
H3 4.907 -1.039 2.155
H4 2.858 -0.159 3.976
H5 -0.596 0.780 3.349
H6 0.218 1.742 4.578
H7 0.500 0.001 4.512
H8 0.386 2.569 1.820
H9 2.682 4.256 0.323
H10 1.156 3.549 -0.233
H11 2.682 3.052 -0.973
H12 4.373 1.774 0.484
S1 -0.868 1.483 -0.324
C10 -1.123 1.391 -2.040
C11 -2.424 1.548 -2.500
C12 -2.727 1.481 -3.854
C13 -4.059 1.651 -4.267
N1 -5.162 1.807 -4.554
C14 -1.687 1.261 -4.783
C15 -0.381 1.116 -4.326
C16 -0.072 1.168 -2.969
S2 1.602 0.994 -2.504
C17 -1.991 1.160 -6.152
N2 -2.244 1.072 -7.269
H13 -3.204 1.724 -1.773
H14 0.424 0.954 -5.029
O1 2.952 -3.355 1.582
C18 2.354 -2.583 0.854
O2 2.235 -1.315 1.050
C19 1.607 -3.070 -0.446
O3 1.349 -4.247 -0.608
O4 1.309 -2.105 -1.241
N3 -2.023 -2.352 2.317
C20 -0.798 -1.895 1.965
N4 -0.736 -1.508 0.721
C21 -1.987 -1.746 0.188
C22 -2.468 -1.586 -1.109
C23 -3.792 -1.900 -1.334
C24 -4.624 -2.359 -0.310
C25 -4.155 -2.563 0.971
C26 -2.822 -2.261 1.202
H15 -2.282 -2.749 3.205
H16 0.036 -1.865 2.643
H17 -1.820 -1.248 -1.905
H18 -4.208 -1.791 -2.323
H19 -5.657 -2.578 -0.530
H20 -4.795 -2.939 1.756

The total energy comes out at -2357.8043 Eh. For the orbital gap, the calculation gives 7.13 eV. As for the spin multiplicity: 1. The value obtained for the largest force on an atom is 2.7 eV Å⁻¹. As for the LUMO energy: 2.156 eV. Its total charge is -1. The highest occupied orbital energy is -0.1827 hartree. As for the energy above the lowest of the compared OMol25 structures with the same formula, charge and spin: 0.0 kcal per mole.


[2]
DFT (ωB97M-V with the def2-TZVPD basis set) results for a molecular structure, C26H20N5O2Pd.

Cartesian coordinates (Å):
Pd1 0.330 0.420 -0.710
C1 -2.744 -1.370 11.598
O1 -2.231 -0.574 10.485
C2 -1.530 -1.089 9.544
C3 -1.090 -0.153 8.538
C4 -0.397 -0.586 7.472
C5 -0.101 -1.996 7.345
C6 -0.448 -2.900 8.416
C7 -1.170 -2.471 9.473
N1 0.568 -2.512 6.350
N2 0.929 -2.073 5.259
C8 0.441 -1.683 4.136
C9 -0.924 -2.003 3.736
C10 -1.407 -1.643 2.537
C11 -0.565 -0.929 1.604
O2 -0.984 -0.582 0.485
C12 0.824 -0.635 1.955
N3 1.544 0.016 1.006
C13 2.822 0.239 1.271
C14 3.442 -0.175 2.453
C15 2.707 -0.820 3.416
C16 1.348 -1.046 3.169
H1 -3.308 -0.668 12.199
H2 -1.908 -1.773 12.165
H3 -3.392 -2.154 11.213
H4 -1.335 0.890 8.690
H5 -0.037 0.107 6.723
H6 -0.134 -3.932 8.326
H7 -1.453 -3.151 10.263
H8 -1.537 -2.561 4.434
H9 -2.414 -1.883 2.223
H10 3.406 0.762 0.533
H11 4.497 0.015 2.587
H12 3.164 -1.162 4.335
C17 3.394 2.525 -2.924
C18 2.733 2.819 -4.104
C19 1.416 2.414 -4.248
C20 0.793 1.730 -3.221
N4 1.445 1.444 -2.068
C21 2.714 1.839 -1.938
C22 -0.597 1.261 -3.281
C23 -1.445 1.430 -4.358
C24 -2.741 0.940 -4.284
C25 -3.157 0.294 -3.132
C26 -2.263 0.153 -2.088
N5 -1.016 0.626 -2.167
H13 4.421 2.818 -2.759
H14 3.231 3.355 -4.900
H15 0.879 2.632 -5.159
H16 3.206 1.605 -1.012
H17 -1.106 1.936 -5.249
H18 -3.415 1.062 -5.121
H19 -4.157 -0.102 -3.035
H20 -2.536 -0.346 -1.171

The total energy comes out at -1553.9789 Eh. For the orbital gap, the calculation gives 6.70 eV. As for the spin multiplicity: 1. The value obtained for the largest force on an atom is 1.9 eV Å⁻¹. As for the LUMO energy: -10.198 eV. Its total charge is +3. The highest occupied orbital energy is -0.6209 hartree. As for the energy above the lowest of the compared OMol25 structures with the same formula, charge and spin: 0.0 kcal per mole.


[3]
DFT (ωB97M-V with the def2-TZVPD basis set) results for a molecular structure, C26H21AsN8O7PtS.

Cartesian coordinates (Å):
Pt1 0.179 0.187 -0.101
C1 5.591 1.007 0.578
N1 4.302 0.359 0.356
C2 3.114 0.916 0.163
N2 2.200 -0.035 0.075
C3 2.903 -1.196 0.232
N3 4.185 -0.988 0.400
C4 5.753 1.517 1.991
C5 6.757 1.026 2.814
C6 6.902 1.509 4.109
C7 6.036 2.470 4.600
C8 5.021 2.955 3.782
C9 4.892 2.489 2.483
C10 4.068 3.941 4.303
N4 4.073 4.555 5.431
N5 2.922 5.343 5.452
C11 2.328 5.144 4.331
O1 2.988 4.258 3.544
C12 1.052 5.692 3.854
C13 0.353 6.592 4.645
C14 -0.873 7.069 4.207
C15 -1.399 6.642 2.998
C16 -0.698 5.743 2.201
C17 -1.297 5.316 0.879
N6 -0.635 4.161 0.295
C18 -0.615 2.910 0.737
N7 0.176 2.198 -0.049
C19 0.589 3.077 -1.005
N8 0.132 4.286 -0.814
C20 0.534 5.277 2.633
H1 5.682 1.820 -0.143
H2 6.343 0.258 0.349
H3 2.935 1.974 0.081
H4 2.448 -2.172 0.178
H5 7.426 0.258 2.445
H6 7.689 1.120 4.742
H7 6.126 2.844 5.611
H8 4.106 2.895 1.859
H9 0.770 6.900 5.594
H10 -1.428 7.768 4.817
H11 -2.367 7.007 2.673
H12 -1.207 6.108 0.137
H13 -2.356 5.083 0.997
H14 -1.160 2.541 1.589
H15 1.219 2.799 -1.834
H16 1.105 4.585 2.029
O2 -3.279 1.288 -2.261
As1 -2.553 -0.208 -1.630
O3 -3.755 -1.278 -1.459
O4 -1.805 0.355 -0.183
C21 -1.075 -0.336 -2.912
C22 -1.069 0.586 -3.946
C23 0.020 0.667 -4.813
C24 1.107 -0.167 -4.648
C25 1.109 -1.110 -3.624
C26 0.031 -1.194 -2.764
S1 0.042 -2.522 -1.564
O5 -1.160 -3.257 -1.812
O6 1.307 -3.201 -1.691
O7 -0.031 -1.834 -0.200
H17 -4.231 1.118 -2.238
H18 -1.912 1.251 -4.064
H19 0.007 1.389 -5.620
H20 1.950 -0.104 -5.324
H21 1.933 -1.798 -3.491

The total energy comes out at -4721.4342 Eh. For the orbital gap, the calculation gives 8.31 eV. As for the spin multiplicity: 1. The value obtained for the largest force on an atom is 0.4 eV Å⁻¹. As for the LUMO energy: -0.673 eV. The highest occupied orbital energy is -0.3301 hartree. As for the energy above the lowest of the compared OMol25 structures with the same formula, charge and spin: 0.0 kcal per mole.


[4]
DFT (ωB97M-V with the def2-TZVPD basis set) results for a molecular structure, C26H21Br4Cl2N6O2S3V.

Cartesian coordinates (Å):
V1 -0.636 0.160 0.256
C1 0.535 2.607 3.513
C2 -0.136 2.001 2.335
N1 0.374 0.972 1.662
N2 1.635 0.473 2.043
C3 2.782 0.950 1.469
N3 3.748 0.022 1.438
S1 2.985 2.525 0.929
C4 -1.378 2.443 1.786
C5 -2.129 3.540 2.241
C6 -3.200 3.976 1.514
C7 -3.533 3.319 0.309
C8 -2.814 2.210 -0.051
N4 -1.791 1.727 0.679
H1 0.344 2.006 4.408
H2 0.181 3.622 3.691
H3 1.609 2.642 3.341
H4 1.614 -0.528 2.246
H5 3.539 -0.956 1.637
H6 4.640 0.301 1.076
H7 -1.838 4.041 3.154
H8 -3.779 4.828 1.850
H9 -4.326 3.679 -0.331
H10 -3.044 1.656 -0.953
Br1 0.057 2.085 -6.354
C9 -0.589 1.273 -4.774
C10 -1.705 0.454 -4.806
Br2 -2.624 0.114 -6.424
C11 -2.150 -0.148 -3.616
Br3 -3.678 -1.270 -3.556
C12 -1.486 0.041 -2.416
O1 -1.848 -0.506 -1.254
C13 -0.351 0.901 -2.384
O2 0.221 1.075 -1.197
C14 0.078 1.497 -3.556
Br4 1.584 2.617 -3.403
Cl1 1.046 -1.699 -0.395
C15 0.795 -3.300 0.276
C16 0.090 -4.169 -0.537
C17 -0.166 -5.453 -0.095
C18 0.280 -5.822 1.166
C19 0.976 -4.924 1.958
Cl2 1.455 -5.492 3.534
C20 1.302 -3.603 1.552
S2 2.201 -2.496 2.543
H11 -0.261 -3.830 -1.504
H12 -0.709 -6.152 -0.720
H13 0.084 -6.815 1.551
C21 -5.676 -0.462 -0.827
C22 -5.112 -0.652 0.543
C23 -5.836 -0.540 1.695
C24 -5.181 -0.805 2.908
N5 -3.901 -1.107 2.989
C25 -3.165 -1.144 1.854
S3 -1.516 -1.524 1.820
N6 -3.811 -0.965 0.652
C26 -5.936 -0.749 4.201
H14 -6.762 -0.514 -0.800
H15 -5.289 -1.212 -1.517
H16 -5.382 0.516 -1.209
H17 -6.885 -0.281 1.662
H18 -3.225 -1.065 -0.197
H19 -6.986 -1.005 4.065
H20 -5.880 0.265 4.604
H21 -5.474 -1.420 4.922

The total energy comes out at -14837.6313 Eh. For the orbital gap (alpha / beta), the calculation gives 5.87 / 6.27 eV. As for the spin multiplicity: 4. The value obtained for the largest force on an atom is 1.6 eV Å⁻¹. As for the LUMO energy (alpha / beta): 1.752 / 1.584 eV. Its total charge is -1. The highest occupied orbital energy (alpha / beta) is -0.1514 / -0.1724 hartree.